# C5H8S

One molecule with the formula C5H8S in a non-equilibrium geometry (ωB97M-V with the def2-TZVPD basis set, the OMol25 dataset).

Each line ends with the Löwdin charge.
Geometry (Å):
C -1.10403 -0.25029 -1.14921  -0.28
C 0.40204 -0.03129 -1.29570  -0.48
C 0.46725 0.20638 1.23624  -0.62
C -0.89289 -0.32923 1.30417  -0.17
C -1.54215 -0.99915 0.09283  -0.25
H -1.49448 -0.57666 -2.14493  0.13
H -1.35417 0.73672 -0.90830  0.08
H 0.79212 -1.06136 -1.64647  0.10
H 0.76569 0.44017 -2.29444  0.10
H 0.53680 0.90796 2.15809  0.09
H -1.42977 -0.32070 2.30716  0.10
H -2.68637 -0.76539 0.30749  0.14
H -1.22697 -2.15466 0.19722  0.15
S 1.38224 0.70096 0.05589  0.92

## Properties
Structure (SMILES)   C1=CSCCC1
Frontier orbital gap   8.42 eV
E_HOMO   -7.6 eV
LUMO   0.822 eV
E   -16147.0086 eV